No. 1
C23H26I2N9NaSe | ωB97M-V/def2-TZVPD

Cartesian coordinates (Å):
1 C -0.5932 3.3131 -0.5993
2 C -2.2857 0.6273 -2.4140
3 H 2.3915 -4.0643 1.2200
4 H 1.3141 -2.9396 3.2655
5 C 0.1865 -3.0138 -0.4757
6 H -4.0993 3.1910 -3.6362
7 I 0.0549 0.7214 -5.7783
8 H 4.6092 -2.4724 1.1356
9 H 0.5124 -1.8872 -5.6617
10 H -1.6565 5.8915 1.9272
11 C -2.9054 -3.8960 2.6625
12 C -3.3584 2.6509 -3.0603
13 H 2.0490 -1.0216 -5.9303
14 H -2.5614 4.3994 -2.0654
15 C -3.3093 -1.8669 1.3911
16 H -0.5384 -2.1967 -0.5281
17 C -1.5569 2.5984 -1.5034
18 N -1.3556 -0.2568 1.5791
19 C -2.5069 3.3280 -2.2019
20 H 5.2401 -0.3359 -0.6724
21 C 3.3515 -1.2533 -0.1980
22 H -3.9311 -1.2665 0.7388
23 C 1.5542 -2.5190 -0.1075
24 C -2.0711 -1.4233 1.8172
25 H 0.1771 -3.5093 -1.4525
26 C -3.2460 1.2745 -3.1710
27 H 1.8699 -1.2755 3.4608
28 C 1.1393 -1.0631 -5.3447
29 I 1.6131 -1.2682 -3.2475
30 C -1.2654 -2.1938 2.6465
31 H -3.8836 0.7076 -3.8361
32 H -0.1735 -3.7366 0.2584
33 N 0.6874 2.9682 -0.6897
34 H 4.1495 0.7125 0.2224
35 N -0.6660 5.7603 1.8431
36 N -1.1096 4.2279 0.1972
37 Se 1.0758 1.0710 2.2227
38 C -0.1580 -0.2787 2.2222
39 H 0.7945 -1.9903 4.6907
40 C -3.7130 -3.1227 1.8264
41 H -1.6235 0.5109 0.9842
42 N -1.4499 1.2686 -1.5951
43 N -0.0998 -1.4659 2.8701
44 C 1.5041 3.6765 0.1207
45 H -4.6730 -3.5097 1.5106
46 C 3.6673 -2.3094 0.6295
47 H -1.0334 -4.0417 3.7326
48 H 3.1511 2.5902 -0.4083
49 C 4.1907 -0.0616 -0.5556
50 Na 1.0410 0.6947 -1.0805
51 C 1.0379 -1.9522 3.6284
52 C -1.6651 -3.4412 3.0911
53 N 2.0611 -1.3643 -0.6510
54 H -2.1680 -0.4496 -2.4672
55 H -3.2519 -4.8705 2.9814
56 H 3.4022 3.8072 0.7831
57 C -0.1983 4.8418 0.9816
58 N 2.8278 3.4227 0.0534
59 C 2.5028 -3.1275 0.6890
60 N 1.1140 4.6278 0.9610
61 H -0.0311 6.1834 2.4942
62 H 3.8685 0.3784 -1.5068

Summary:
Energy relative to the best compared isomer or geometry (same formula, charge and spin)   21.05 kcal per mole
Spin multiplicity   1
LUMO energy   0.0130 eV
E_HOMO   -6.36 eV
Calculated total energy   -123651.9138 eV
Orbital gap   6.4 eV
M   784.28 g mol⁻¹

The computed natural (NBO) charges, all in e, follow: 0.4543, 0.0492, 0.1981, 0.2260, -0.6380, 0.2238, 0.0671, 0.2018, 0.2165, 0.4083, -0.2146, -0.1540, 0.2181, 0.2382, -0.2496, 0.1912, 0.1575, -0.5714, -0.2161, 0.2251, 0.0829, 0.2218, 0.0889, 0.1810, 0.2100, -0.2452, 0.2604, -0.7779, 0.2168, 0.1109, 0.2293, 0.2128, -0.6273, 0.1930, -0.7659, -0.5641, -0.3152, 0.2876, 0.2006, -0.2107, 0.4391, -0.4752, -0.3698, 0.6246, 0.2183, -0.3335, 0.2277, 0.4049, -0.6403, 0.8528, -0.4157, -0.2210, -0.6872, 0.2098, 0.2192, 0.4105, 0.6074, -0.7691, -0.3549, -0.5726, 0.4097, 0.1943

***

No. 2
C6H12FN2O2S | ωB97M-V/def2-TZVPD

Cartesian coordinates (Å):
1 C -0.1921 -1.2004 0.3261
2 N 1.1164 -1.0902 0.4480
3 C 1.3480 -0.0133 1.3263
4 H 2.3452 0.3530 1.5069
5 H -2.6177 -0.9389 -0.6271
6 C 2.1701 -1.4078 -0.4482
7 O 2.2628 2.6163 -0.6993
8 H -0.6889 -2.0521 -0.0840
9 S 2.2782 3.2820 -1.9554
10 N -0.8605 -0.2735 1.0807
11 H 0.9911 1.2588 -2.4595
12 C 0.1510 0.5479 1.6898
13 F 1.0934 0.2965 -2.2552
14 H 2.8911 -2.2383 -0.0383
15 H -2.5554 0.6415 1.9008
16 H -4.1376 -0.7007 0.2697
17 H -2.5739 -1.1504 1.8020
18 H -0.2029 1.3923 2.2042
19 H 1.6920 -1.6694 -1.3607
20 C -3.1017 -0.2692 0.0039
21 H -3.2149 0.6504 -0.4987
22 C -2.2753 -0.2138 1.2952
23 H 2.6791 -0.4363 -0.5162
24 O 1.4026 2.6157 -2.9110

Summary:
Energy relative to the best compared isomer or geometry (same formula, charge and spin)   0.00 kcal per mole
Spin multiplicity   1
LUMO energy   -4.9471 eV
E_HOMO   -13.81 eV
Calculated total energy   -27037.2919 eV
Orbital gap   8.9 eV
Total charge   +1
M   195.24 g mol⁻¹

The computed natural (NBO) charges, all in e, follow: 0.2900, -0.2852, -0.0365, 0.2530, 0.2023, -0.4017, -0.8115, 0.2382, 1.7268, -0.2928, 0.5589, -0.0316, -0.6282, 0.2331, 0.2347, 0.2384, 0.2217, 0.2490, 0.2473, -0.5988, 0.2252, -0.2262, 0.2347, -0.8411

***

No. 3
C19H11ClN2O8Os | ωB97M-V/def2-TZVPD

Cartesian coordinates (Å):
1 C -2.4849 -1.3673 -1.5342
2 O 4.1349 2.0236 -3.2136
3 C 3.4739 1.5032 -2.3446
4 C -0.9477 0.0847 2.1440
5 H 0.4472 4.2043 1.1160
6 C 1.1964 -4.2927 0.0130
7 O 3.5078 0.2679 -1.9553
8 C 1.0208 3.6984 0.3522
9 O -0.6175 -1.3585 -3.6072
10 O 1.1666 -2.0168 0.8029
11 O 1.6388 0.6695 2.0625
12 C -1.1800 -0.8683 -1.3729
13 H 1.3394 5.4387 -0.8647
14 H -4.6678 -1.2044 1.8587
15 N 1.9707 1.6717 -0.4819
16 C -0.2772 -0.7486 -2.6122
17 Os 2.0052 -0.3454 -0.7338
18 C -2.8340 -0.9349 0.7995
19 H 2.0031 -4.9069 -0.3732
20 C 2.5321 2.3514 -1.4897
21 C 0.8445 1.4223 1.5616
22 C -3.1633 -0.3455 3.1559
23 H 0.9289 -4.5629 1.0280
24 H -1.5407 0.5638 4.1916
25 C -1.9026 0.1306 3.2683
26 C 1.5257 -2.8235 -0.0899
27 H -4.3295 -1.7643 -0.5345
28 N -0.7172 -0.4232 -0.2041
29 C 2.3317 3.7098 -1.6529
30 H -0.0552 -0.5014 2.4174
31 C -3.3123 -1.4008 -0.4518
32 Cl -0.2385 -4.5468 -1.0286
33 O -0.4596 1.4256 1.8388
34 C 1.5375 4.3826 -0.7423
35 H 2.7864 4.2077 -2.4973
36 C 1.2736 2.3485 0.4609
37 C -3.6397 -0.8725 1.9361
38 O 2.1122 -2.3931 -1.1213
39 H -2.7753 -1.7227 -2.5121
40 O 0.6909 0.0709 -2.4523
41 H -3.8283 -0.3076 4.0083
42 C -1.4970 -0.4672 0.8551

Summary:
Energy relative to the best compared isomer or geometry (same formula, charge and spin)   139.76 kcal per mole
Spin multiplicity   1
LUMO energy (alpha / beta)   -3.5579 / -3.5009 eV
E_HOMO (alpha / beta)   -6.89 / -6.92 eV
Calculated total energy   -54228.3280 eV
Orbital gap (alpha / beta)   3.3 / 3.4 eV
M   620.99 g mol⁻¹

The computed natural (NBO) charges, all in e, follow: -0.2269, -0.5978, 0.7499, -0.0420, 0.2319, -0.4556, -0.6638, -0.2119, -0.5958, -0.7183, -0.5500, 0.2089, 0.2268, 0.2231, -0.3961, 0.7387, 1.2865, -0.0785, 0.2415, 0.1135, 0.7935, -0.2695, 0.2303, 0.2312, -0.0608, 0.7468, 0.2250, -0.4189, -0.1862, 0.3054, -0.1186, -0.0435, -0.4897, -0.1634, 0.2553, 0.0953, -0.0409, -0.6622, 0.2670, -0.6762, 0.2353, 0.2609

***

> The lowest calculated total energy belongs to which entry?

C23H26I2N9NaSe